Record 1
{"formula": "H14O13SV", "method": "ωB97M-V with the def2-TZVPD basis set", "e_homo_ev": -3.7630, "max_force_ev_per_a": 4.8, "total_energy_ev": -63362.9078, "total_charge": -1, "species": ["O", "V", "O", "S", "O", "O", "O", "O", "O", "H", "H", "O", "H", "H", "O", "H", "H", "O", "H", "H", "O", "H", "H", "O", "H", "H", "O", "H", "H"], "xyz": [[-0.641, -0.487, -2.024], [0.605, 0.251, -1.347], [0.471, 1.804, -1.620], [-1.254, -1.246, 3.639], [-0.723, -2.543, 3.324], [-2.710, -1.399, 3.682], [-0.719, -0.929, 4.982], [-0.851, -0.342, 2.606], [-2.772, 5.936, 0.439], [-2.024, 5.751, 1.007], [-2.657, 6.850, 0.181], [2.238, -3.373, 0.068], [1.773, -3.706, 0.836], [3.160, -3.378, 0.326], [-2.508, -5.207, -0.215], [-1.915, -4.611, 0.242], [-3.251, -5.309, 0.380], [3.493, -0.625, -3.806], [3.935, -0.012, -4.394], [4.124, -1.333, -3.678], [3.875, 0.877, 1.307], [4.090, 0.362, 2.084], [4.258, 1.738, 1.476], [0.619, 4.042, 2.712], [0.895, 4.323, 1.839], [0.466, 3.102, 2.624], [-4.240, -0.479, -5.523], [-4.210, 0.319, -4.994], [-3.526, -0.376, -6.153]], "atomic_forces_ev_per_a": [[1.47, 0.78, 0.61], [-1.74, -0.53, -0.20], [0.25, -0.52, 0.10], [-1.77, -1.27, 4.32], [1.65, -3.07, -1.69], [-0.69, 0.66, -0.25], [0.02, 1.11, -0.56], [1.16, 2.68, -2.43], [-0.18, -0.03, -0.13], [0.18, -0.20, 0.23], [0.00, 0.21, -0.07], [0.07, 0.17, -0.41], [-0.35, 0.01, 0.32], [0.20, 0.00, 0.09], [0.03, -0.28, -0.32], [0.13, 0.27, 0.20], [-0.15, 0.06, 0.18], [-0.25, 0.05, 0.19], [0.04, 0.22, -0.14], [0.11, -0.25, 0.08], [-0.03, -0.08, -0.37], [-0.11, -0.19, 0.25], [0.02, 0.24, 0.04], [0.08, 0.37, 0.11], [0.06, 0.02, -0.22], [-0.18, -0.43, 0.09], [-0.21, -0.15, -0.12], [0.01, 0.16, 0.24], [0.20, -0.02, -0.12]]}



Record 2
{"formula": "H14O6S", "method": "ωB97M-V with the def2-TZVPD basis set", "e_homo_ev": -9.9837, "max_force_ev_per_a": 0.7, "total_energy_ev": -23347.6214, "smiles": "O.O.O.O.O.O.S", "species": ["S", "H", "H", "H", "H", "O", "H", "H", "O", "H", "H", "O", "H", "H", "O", "H", "H", "O", "H", "H", "O"], "xyz": [[4.179, 2.235, -3.747], [2.883, 2.541, -3.871], [4.165, 2.506, -2.436], [0.654, -2.320, 0.642], [1.178, -1.548, 1.793], [1.221, -1.560, 0.832], [-1.893, 1.197, 0.731], [-0.977, 0.150, 0.209], [-1.516, 0.348, 1.005], [2.865, -0.841, -2.349], [1.746, -0.757, -1.296], [1.908, -0.790, -2.256], [0.607, 0.965, -1.749], [-0.220, -0.156, -2.284], [-0.219, 0.497, -1.570], [-3.366, 1.291, 2.992], [-4.773, 1.886, 3.079], [-4.270, 1.166, 2.692], [-1.572, -2.560, 3.231], [-1.510, -1.755, 1.948], [-1.091, -2.494, 2.403]], "atomic_forces_ev_per_a": [[0.01, -0.02, 0.05], [-0.04, -0.01, -0.03], [0.03, 0.01, 0.00], [0.10, 0.13, -0.11], [0.00, 0.24, 0.10], [-0.09, -0.34, -0.18], [-0.22, -0.23, 0.29], [-0.01, -0.07, 0.45], [0.26, 0.18, -0.66], [-0.03, -0.04, -0.06], [0.10, -0.25, -0.20], [0.32, 0.02, 0.34], [-0.16, -0.06, 0.14], [-0.08, 0.03, 0.19], [-0.23, 0.25, -0.25], [0.13, -0.02, 0.03], [-0.01, 0.07, 0.07], [-0.09, -0.07, -0.11], [-0.02, -0.09, 0.08], [-0.04, 0.34, -0.13], [0.07, -0.07, 0.00]]}



In order of appearance, E_LUMO = -0.9245; 0.4885 eV.